{"formula": "C4H2BrClN2O", "method": "ωB97M-V/def2-TZVPD", "e_lumo_ha": -0.02644, "smiles": "O=C=C(Cl)/C=C\\N=N\\Br", "orbital_gap_ev": 8.071, "elements": ["Br", "O", "C", "Cl", "C", "N", "H", "N", "C", "H", "C"], "coordinates": [[-3.27682, 1.28460, 0.37861], [-1.40486, -2.08513, -1.08149], [-0.51468, -1.58341, -0.54772], [1.38654, -2.54753, 0.85499], [1.22909, 0.08989, 0.09908], [-1.56071, 0.82739, -0.26179], [1.27192, 2.20599, 0.06370], [-0.65302, 1.59687, 0.07378], [0.64868, 1.32820, 0.00518], [2.27374, 0.05933, 0.37143], [0.60012, -1.17621, 0.04422]], "atomic_forces_ev_per_a": [[-0.2594, 0.3541, 0.0863], [0.5464, 0.1996, 0.2736], [-1.2759, -0.0549, -0.6148], [-0.1053, 0.2861, -0.1734], [-0.5913, 0.8768, -0.0597], [2.2177, -0.6414, -0.1937], [0.0911, 0.0152, 0.0683], [-3.3501, 0.8124, 0.5198], [1.9786, -1.2699, -0.3872], [0.1459, -0.0020, -0.1746], [0.6023, -0.5760, 0.6553]], "mulliken_charge": [-0.07, -0.29, 0.63, -0.20, -0.22, -0.12, 0.34, -0.17, -0.36, 0.32, 0.14]}